No. 1
Entry from the OMol25 dataset: CH5BrP2 as an isolated structure at a distorted geometry (ωB97M-V/def2-TZVPD).

As for the energy relative to the best compared isomer or geometry (same formula, charge and spin): 91.9 kcal/mol. The LUMO energy is -0.14 eV.

Cartesian coordinates (Å):
C (-0.8767, 0.8069, 1.0587)
P (1.9705, 0.0772, 0.1618)
P (-0.1852, -0.0698, -0.3812)
Br (-2.3456, -0.5710, 1.4778)
H (-1.2038, 1.8343, 0.8106)
H (1.7159, -1.2840, 0.1354)
H (2.3163, 0.3202, -1.1056)
H (-0.6337, -1.4620, -0.4814)
H (-0.7577, 0.3483, -1.6761)

=====

No. 2
Entry from the OMol25 dataset: one molecule with the formula C5H7N at a distorted geometry (ωB97M-V/def2-TZVPD).

As for the energy relative to the best compared isomer or geometry (same formula, charge and spin): 125.1 kcal/mol. The LUMO energy is 1.06 eV. Its SMILES is C1[C@H]2[C@@H]1N1C[C@@H]21.

Cartesian coordinates (Å):
C (0.8825, -1.0225, -0.2798)
C (0.5788, -0.3611, 1.0086)
C (0.8805, 0.4228, -0.5791)
N (-0.2928, 1.2078, -0.2723)
C (-1.4924, 0.4722, -0.5010)
C (-0.6291, 0.5570, 0.9335)
H (0.2496, -1.7938, -0.7181)
H (1.9356, -1.3133, -0.3142)
H (1.0330, -0.6864, 1.9588)
H (1.5672, 0.9087, -1.2816)
H (-1.4856, -0.5723, -0.8026)
H (-2.2919, 1.0695, -0.9760)
H (-0.9355, 1.1115, 1.8238)

=====

No. 3
Entry from the OMol25 dataset: a 3-piece molecular cluster, C12H26BNO11 overall at a distorted geometry (ωB97M-V/def2-TZVPD).

The LUMO energy is -0.30 eV. Its SMILES is NB(O)OC(=O)OCCCO.CCOC(=O)OC.CCOC(=O)OC.

Cartesian coordinates (Å):
N (5.3959, -3.0698, 1.8130)
B (4.5669, -3.1138, 0.5385)
O (4.4449, -1.8760, -0.3088)
O (3.7945, -4.2912, 0.0502)
C (2.7681, -4.6195, 1.0517)
O (3.1999, -5.2117, 2.1944)
O (1.3160, -4.4221, 0.9217)
C (0.9619, -2.9841, 0.8433)
C (-0.5335, -2.6583, 1.4363)
C (-0.7908, -1.0926, 1.8477)
O (0.3973, -0.3736, 2.3362)
H (4.9042, -2.3631, 2.4390)
H (6.3388, -2.6145, 1.6227)
H (3.7568, -1.3173, 0.1816)
H (1.0315, -2.7061, -0.3156)
H (1.7812, -2.4173, 1.4880)
H (-0.7166, -3.3803, 2.3411)
H (-1.3343, -2.9226, 0.5916)
H (-1.5675, -1.1060, 2.7542)
H (-1.2661, -0.4393, 0.9947)
H (1.0775, -0.2960, 1.5799)
C (-0.1035, 2.8336, 2.6976)
C (1.1386, 3.7013, 2.5942)
O (1.3425, 4.1386, 1.2446)
C (0.5707, 5.1791, 0.8436)
O (-0.2576, 5.7653, 1.5229)
O (0.8590, 5.4398, -0.4578)
C (0.0496, 6.4629, -1.0329)
H (-0.0589, 2.0099, 1.9778)
H (-0.2050, 2.4210, 3.7050)
H (-1.0070, 3.4069, 2.4679)
H (2.0176, 3.1109, 2.8723)
H (1.0940, 4.5558, 3.2800)
H (0.0709, 7.3756, -0.4288)
H (-0.9764, 6.1022, -1.1524)
H (0.4523, 6.6970, -2.0224)
C (-3.8704, -3.2210, -3.2836)
C (-4.3420, -2.1240, -2.3452)
O (-3.2401, -1.3148, -1.9147)
C (-2.8147, -0.3839, -2.8045)
O (-3.2861, -0.1776, -3.9119)
O (-1.7516, 0.2631, -2.2605)
C (-1.1493, 1.2157, -3.1337)
H (-3.0621, -3.7994, -2.8245)
H (-4.6930, -3.8962, -3.5347)
H (-3.4726, -2.8027, -4.2134)
H (-4.7734, -2.5762, -1.4464)
H (-5.1246, -1.5077, -2.8036)
H (-1.8887, 1.9218, -3.5251)
H (-0.6372, 0.6993, -3.9510)
H (-0.4073, 1.7787, -2.5604)

=====

No. 4
Entry from the OMol25 dataset: a 8-piece molecular cluster, C4H25N2O8S overall at a distorted geometry (ωB97M-V/def2-TZVPD).

As for the energy relative to the best compared isomer or geometry (same formula, charge and spin): 56.3 kcal/mol. Its net charge is -1. The LUMO energy is 2.76 eV.

Cartesian coordinates (Å):
C (-1.4582, -2.1408, 1.6470)
N (-1.4885, -1.0224, 2.6006)
C (-0.6304, -2.0723, 0.1772)
C (-1.3596, -3.1173, -0.7293)
S (-0.3308, -3.6268, -2.1175)
N (-0.5266, -0.8317, -0.4402)
C (0.6723, -0.0917, 0.1152)
O (0.2349, 0.8201, 1.0552)
H (-0.7441, -2.9022, 2.0528)
H (-2.4891, -2.5147, 1.2982)
H (-0.6117, -0.9777, 3.0655)
H (-1.5682, -0.1506, 2.0927)
H (0.4293, -2.3543, 0.4219)
H (-1.7004, -4.0706, -0.1601)
H (-2.2123, -2.4495, -1.0646)
H (0.0541, -2.4677, -2.6557)
H (-1.3489, -0.2410, -0.3779)
H (1.4329, -0.8203, 0.5854)
H (0.9742, 0.4308, -0.7129)
H (1.7113, 1.1821, -3.3851)
H (0.6927, 2.0636, -2.3853)
O (1.4777, 2.1094, -3.0686)
H (0.4838, 1.5236, 2.5312)
H (0.1916, 3.0823, 2.5479)
O (0.4026, 2.4018, 3.2873)
H (-0.4424, -0.1850, -2.6469)
H (-1.4639, 0.8766, -3.4951)
O (-0.9260, 0.0759, -3.5191)
H (-1.9878, 3.0744, -1.4816)
H (-0.3911, 2.8314, -1.2950)
O (-1.1937, 2.7079, -1.8356)
H (3.3494, 2.0845, -0.5627)
H (2.3267, 1.2580, -0.8869)
O (3.2729, 1.1774, -0.6697)
H (2.0221, -1.9181, 2.3921)
H (1.1693, -0.8707, 3.0902)
O (1.5557, -1.6961, 3.3223)
H (0.3284, 2.1896, 0.8029)
H (-0.4391, 3.4908, 0.2194)
O (0.5307, 3.1412, 0.1842)

=====

No. 5
Entry from the OMol25 dataset: a 3-piece molecular cluster, C3H12NO3S overall at a distorted geometry (ωB97M-V/def2-TZVPD).

As for the energy relative to the best compared isomer or geometry (same formula, charge and spin): 37.0 kcal/mol. Its net charge is -1. The LUMO energy is 3.34 eV.

Cartesian coordinates (Å):
C (-0.9427, 1.2927, -0.0116)
C (-1.7071, 0.9987, -1.2884)
S (-2.9130, -0.3095, -0.8961)
N (-0.4460, 0.0722, 0.7165)
C (0.9456, -0.3763, 0.0552)
O (1.7622, 0.5963, 0.2424)
H (-1.6609, 1.9732, 0.6018)
H (-0.0694, 1.9430, -0.1841)
H (-2.3506, 1.9020, -1.4341)
H (-1.0502, 0.6833, -2.1327)
H (-2.2921, -0.7423, 0.3451)
H (-0.1032, 0.2567, 1.6461)
H (0.7480, -0.6088, -1.0461)
H (1.2269, -1.2140, 0.7464)
H (3.4746, 0.1612, -0.0375)
H (3.1135, 0.8937, -1.1389)
O (3.9478, 0.3534, -0.8254)
H (-0.2193, -3.3148, 1.3523)
H (-0.8193, -1.9063, 1.3676)
O (-0.6449, -2.6546, 1.9214)

=====

No. 6
Entry from the OMol25 dataset: a 2-piece molecular cluster, C4H9NO2 overall (ωB97M-V/def2-TZVPD).

As for the energy relative to the best compared isomer or geometry (same formula, charge and spin): 20.7 kcal/mol. The LUMO energy is 0.51 eV. Its SMILES is NC(=O)CC=O.C.

Cartesian coordinates (Å):
N (-1.4488, 0.9735, 2.0858)
C (-1.8951, 0.8631, 0.8076)
O (-2.9906, 1.2322, 0.4311)
C (-0.8712, 0.2819, -0.1783)
C (-0.1880, -0.9824, 0.2949)
O (0.3033, -1.1147, 1.3941)
H (-2.1349, 1.2268, 2.7831)
H (-0.6405, 0.4330, 2.3679)
H (-0.0853, 1.0356, -0.3381)
H (-1.3787, 0.1200, -1.1323)
H (-0.1350, -1.8104, -0.4361)
C (2.2924, -0.4499, -1.6154)
H (2.4856, 0.5948, -1.8694)
H (1.3523, -0.7680, -2.0764)
H (3.1041, -1.0781, -1.9895)
H (2.2303, -0.5574, -0.5290)

=====

No. 7
Entry from the OMol25 dataset: an isolated ion of composition C3HBrNO3 and charge -1 at a distorted geometry (ωB97M-V/def2-TZVPD).

As for the energy relative to the best compared isomer or geometry (same formula, charge and spin): 0.9 kcal/mol. Its net charge is -1. The LUMO energy is 3.42 eV. Its SMILES is O=c1o[nH]c([O-])c1Br.

Cartesian coordinates (Å):
O (-2.3609, 2.6135, 0.0166)
C (-1.8797, 1.4906, 0.0380)
O (-0.4777, 1.4019, -0.0116)
N (-0.0831, 0.0499, -0.1054)
C (-1.2768, -0.7311, 0.0324)
O (-1.1814, -1.9920, 0.0285)
C (-2.3389, 0.1712, -0.0620)
Br (-4.2440, -0.3130, 0.0018)
H (0.4273, -0.2724, 0.7136)

=====

Q: Which of these has the highest LUMO?
A: C3HBrNO3